# C20H28N2O5

An isolated molecule of C20H28N2O5 (ωB97M-V/def2-TZVPD, OMol25).

Results
LUMO (eV): 0.5
F_max (hartree/bohr): 0.0155
Orbital gap (eV): 9.0

Atoms and positions in Å:
C -4.277 -4.461 -0.673
C -4.731 -3.249 0.126
O -3.619 -2.506 0.636
C -3.054 -1.637 -0.192
O -3.315 -1.502 -1.357
C -1.899 -0.901 0.502
N -2.040 0.525 0.283
C -3.305 1.013 0.333
O -4.248 0.290 0.591
C -3.458 2.517 0.119
C -4.816 2.807 -0.513
C -3.327 3.190 1.495
O -2.475 3.037 -0.772
C -1.205 2.607 -0.574
C -0.152 3.430 -0.951
C 1.152 3.022 -0.753
C 1.423 1.787 -0.175
C 2.854 1.416 0.060
O 3.685 2.250 0.364
N 3.115 0.099 -0.102
C 4.433 -0.533 0.027
C 4.953 -0.288 1.444
C 5.384 0.084 -1.001
C 4.205 -2.031 -0.240
C 5.453 -2.901 -0.141
C 0.370 0.957 0.198
C -0.944 1.346 -0.019
H -3.728 -4.140 -1.555
H -3.634 -5.095 -0.067
H -5.144 -5.033 -0.989
H -5.297 -3.547 1.011
H -5.336 -2.583 -0.496
H -1.912 -1.141 1.569
H -0.972 -1.246 0.042
H -5.600 2.365 0.094
H -4.964 3.880 -0.590
H -4.853 2.371 -1.508
H -4.085 2.800 2.168
H -3.460 4.264 1.388
H -2.342 3.001 1.919
H -0.382 4.386 -1.391
H 1.977 3.660 -1.026
H 2.379 -0.477 -0.477
H 5.961 -0.676 1.553
H 4.971 0.781 1.638
H 4.306 -0.766 2.176
H 5.418 1.160 -0.853
H 6.387 -0.312 -0.882
H 5.038 -0.120 -2.013
H 3.783 -2.142 -1.243
H 3.466 -2.399 0.478
H 6.203 -2.593 -0.864
H 5.192 -3.936 -0.346
H 5.886 -2.853 0.854
H 0.579 0.021 0.695

# HN2O

The ion HN2O with charge +1 in a non-equilibrium geometry (ωB97M-V/def2-TZVPD, OMol25).

Results
LUMO (eV): -7.9
Charge: +1
F_max (hartree/bohr): 0.1495
Orbital gap (eV): 12.3

Atoms and positions in Å:
N 0.402 -0.483 0.145
N -0.382 0.200 -0.267
O -1.074 1.144 -0.722
H 1.054 -0.861 0.843

# C37H73Cl3N4O4

A cluster of 5 separate species, C37H73Cl3N4O4 in total in a non-equilibrium geometry (ωB97M-V/def2-TZVPD, OMol25).

Results
Multiplicity: 5
LUMO (alpha / beta) (eV): 0.2 / -0.5
F_max (hartree/bohr): 0.1260
Orbital gap (alpha / beta) (eV): 9.2 / 9.3

Atoms and positions in Å:
C -6.348 7.384 -14.900
Cl -4.922 7.992 -15.838
Cl -5.746 6.218 -13.704
Cl -7.751 6.761 -15.870
H -6.647 8.155 -14.190
C -9.338 9.694 -22.631
C -7.912 9.048 -22.789
C -8.061 8.348 -24.170
C -6.693 7.665 -24.607
C -5.651 8.697 -24.751
C -5.441 9.488 -23.420
N -6.743 9.940 -22.835
O -6.614 10.845 -21.626
C -4.542 8.621 -22.426
C -4.610 10.712 -23.903
C -7.738 8.007 -21.703
H -9.241 10.482 -21.884
H -10.090 8.988 -22.279
H -9.674 10.177 -23.548
H -8.741 7.497 -24.123
H -8.371 8.962 -25.016
H -6.935 7.059 -25.480
H -6.265 6.921 -23.935
H -6.047 9.370 -25.511
H -4.734 8.289 -25.176
H -4.742 7.562 -22.264
H -3.564 8.464 -22.881
H -4.299 9.011 -21.438
H -5.195 11.370 -24.546
H -4.423 11.304 -23.008
H -3.759 10.484 -24.545
H -8.638 7.395 -21.762
H -7.653 8.477 -20.723
H -6.911 7.320 -21.882
C -11.935 9.940 -14.241
C -12.136 11.084 -15.229
C -13.693 11.319 -15.400
C -14.331 12.092 -14.275
C -13.616 13.327 -13.945
C -12.111 13.173 -13.721
N -11.531 12.368 -14.848
O -10.059 12.408 -14.907
C -11.502 14.632 -13.606
C -12.013 12.593 -12.254
C -11.596 10.548 -16.587
H -12.253 8.970 -14.625
H -12.474 10.071 -13.303
H -10.862 9.778 -14.142
H -13.931 11.775 -16.361
H -14.234 10.374 -15.450
H -14.550 11.462 -13.413
H -15.325 12.336 -14.650
H -14.102 13.623 -13.015
H -13.795 14.169 -14.614
H -12.131 15.260 -12.976
H -10.438 14.595 -13.370
H -11.559 15.195 -14.537
H -11.040 12.104 -12.217
H -12.046 13.319 -11.441
H -12.741 11.807 -12.056
H -10.574 10.222 -16.392
H -11.464 11.272 -17.391
H -12.351 9.864 -16.976
C -3.665 -0.032 -19.616
C -2.833 1.344 -19.551
C -3.908 2.247 -19.029
C -3.342 3.550 -18.482
C -2.276 3.390 -17.494
C -1.077 2.526 -18.084
N -1.666 1.229 -18.660
O -0.666 0.190 -18.934
C -0.244 3.349 -19.033
C -0.216 2.117 -16.852
C -2.453 1.798 -20.974
H -4.694 0.150 -19.926
H -3.752 -0.363 -18.581
H -3.183 -0.720 -20.310
H -4.821 2.293 -19.623
H -4.294 1.833 -18.098
H -4.137 4.125 -18.008
H -3.014 4.153 -19.329
H -2.714 3.086 -16.543
H -1.936 4.417 -17.359
H 0.391 2.640 -19.564
H -0.766 4.003 -19.731
H 0.465 3.929 -18.443
H -0.141 2.927 -16.127
H -0.789 1.406 -16.257
H 0.766 1.705 -17.083
H -3.251 1.880 -21.711
H -1.686 1.183 -21.446
H -2.076 2.818 -21.046
C -5.282 10.731 -10.272
C -4.002 11.541 -10.664
C -4.547 12.537 -11.718
C -5.286 13.745 -11.142
C -4.555 14.387 -9.998
C -4.006 13.422 -8.900
N -3.285 12.190 -9.577
O -2.624 11.302 -8.591
C -2.998 14.302 -8.072
C -5.183 13.052 -7.936
C -3.123 10.560 -11.450
H -5.047 10.221 -9.337
H -5.569 9.940 -10.965
H -6.185 11.322 -10.122
H -3.839 12.730 -12.524
H -5.386 12.124 -12.277
H -6.255 13.438 -10.747
H -5.478 14.458 -11.945
H -5.214 15.048 -9.437
H -3.818 14.993 -10.526
H -3.347 15.268 -7.706
H -2.626 13.734 -7.219
H -2.102 14.543 -8.643
H -6.021 12.631 -8.492
H -4.905 12.330 -7.168
H -5.611 13.952 -7.495
H -2.073 10.808 -11.605
H -3.593 10.287 -12.395
H -3.096 9.572 -10.991

# C9H17N3O

A cluster of 2 separate species, C9H17N3O in total in a non-equilibrium geometry (ωB97M-V/def2-TZVPD, OMol25).

Results
Multiplicity: 2
LUMO (alpha / beta) (eV): 3.1 / 3.0
Charge: -1
F_max (hartree/bohr): 0.0712
Orbital gap (alpha / beta) (eV): 2.1 / 8.2

Atoms and positions in Å:
C -0.268 2.834 -2.315
C 1.351 3.888 -0.583
C 0.991 3.092 -1.664
C 3.126 2.752 -1.334
N 2.673 3.482 -0.278
N 2.114 2.449 -2.121
H 0.954 4.551 0.129
H 3.143 3.691 0.586
H -0.272 3.517 -3.191
H -1.148 3.010 -1.696
H 4.174 2.555 -1.505
H -0.421 1.876 -2.836
C 0.074 -2.258 0.390
C -0.294 -1.126 -0.493
C -1.807 -3.726 0.301
C -0.894 -0.941 2.834
C -1.681 -2.079 2.179
O -2.758 -2.380 2.654
N -1.091 -2.800 1.158
H 0.413 -3.130 -0.219
H 0.837 -2.313 1.157
H -1.317 -1.110 -1.095
H 0.215 -1.197 -1.475
H -1.939 -3.437 -0.781
H -1.287 -0.806 3.832
H -0.177 -0.245 0.056
H -1.207 -4.671 0.344
H -2.544 -4.353 0.761
H 0.182 -1.152 2.865
H -1.144 0.028 2.341

# C16H13BF2N3O7S2W

A structure of composition C16H13BF2N3O7S2W in a non-equilibrium geometry (ωB97M-V/def2-TZVPD, OMol25).

Results
LUMO (eV): -4.9
Charge: +1
F_max (hartree/bohr): 0.0206
Orbital gap (eV): 7.2

Atoms and positions in Å:
W 0.036 -0.311 0.415
C 4.383 4.182 5.408
C 3.267 3.411 4.769
C 3.528 2.291 3.980
C 2.505 1.582 3.380
C 1.197 2.007 3.584
C 0.900 3.108 4.382
C 1.941 3.804 4.963
S -0.125 1.163 2.838
O 0.335 -0.243 2.546
O -1.316 1.352 3.589
N -0.260 1.537 1.276
C -0.977 2.570 0.665
C -1.394 3.753 1.201
C -2.066 4.682 0.374
C -2.290 4.424 -0.948
C -1.862 3.200 -1.517
C -2.044 2.843 -2.868
C -1.594 1.629 -3.306
C -0.973 0.750 -2.410
N -0.787 1.044 -1.132
C -1.218 2.271 -0.688
H 5.340 3.679 5.282
H 4.199 4.314 6.474
H 4.460 5.176 4.965
H 4.551 1.962 3.843
H 2.716 0.704 2.787
H -0.127 3.391 4.567
H 1.725 4.659 5.591
H -1.218 3.983 2.243
H -2.401 5.615 0.806
H -2.798 5.145 -1.574
H -2.536 3.531 -3.544
H -1.709 1.319 -4.334
H -0.627 -0.215 -2.747
O 1.738 -3.426 -1.455
S 1.380 -2.175 -0.943
O 1.363 -1.972 0.546
O 0.001 -1.629 -1.273
O 2.353 -1.058 -1.467
O -1.427 -1.773 0.899
N -1.937 -0.738 0.588
F 1.885 1.234 -1.764
B 1.920 0.198 -0.935
F 2.175 0.495 0.391

# C4H7Cl2NO

A cluster of 2 separate species, C4H7Cl2NO in total in a non-equilibrium geometry (ωB97M-V/def2-TZVPD, OMol25).

Results
LUMO (alpha / beta) (eV): -0.3 / -0.8
F_max (hartree/bohr): 0.0500
Orbital gap (alpha / beta) (eV): 7.4 / 8.4

Atoms and positions in Å:
C 0.702 -0.457 -1.629
C -0.396 0.517 1.879
C 0.976 -0.199 -0.218
C 0.095 0.794 0.501
N -2.560 -0.964 -0.011
O -2.614 -0.864 -1.168
Cl 2.726 0.475 -0.010
Cl -0.229 2.225 -0.288
H -0.332 -0.848 -1.678
H 0.835 0.399 -2.281
H 1.373 -1.234 -2.102
H 0.390 -0.055 2.361
H -1.240 -0.118 1.808
H -0.633 1.469 2.460
H 0.906 -1.141 0.376

# C37H45N7O7PS3Ti

A structure of composition C37H45N7O7PS3Ti in a non-equilibrium geometry (ωB97M-V/def2-TZVPD, OMol25).

Results
LUMO (eV): -3.9
Charge: +1
F_max (hartree/bohr): 0.0309
Orbital gap (eV): 6.8

Atoms and positions in Å:
Ti 0.017 0.188 -0.059
S 1.627 1.955 0.902
C 0.492 2.166 2.179
S -0.635 0.849 2.220
C 0.372 3.266 2.979
C -0.712 3.363 3.898
N -1.614 3.453 4.606
C 1.221 4.388 2.767
N 1.932 5.265 2.549
C 0.792 -5.364 -0.188
C 1.502 -4.785 -1.230
C 1.157 -3.526 -1.693
C 0.112 -2.851 -1.080
C -0.594 -3.404 -0.025
C -0.256 -4.676 0.410
N -0.248 -1.525 -1.571
N -0.174 -1.491 -2.804
C -0.516 -0.275 -3.467
C 0.242 0.049 -4.590
C -0.145 1.165 -5.309
C -1.284 1.855 -4.907
C -1.974 1.415 -3.789
N -1.590 0.371 -3.057
H 1.062 -6.348 0.168
H 2.325 -5.316 -1.688
H 1.692 -3.065 -2.512
H -1.407 -2.877 0.445
H -0.804 -5.124 1.227
H 1.086 -0.561 -4.873
H 0.410 1.474 -6.184
H -1.646 2.707 -5.465
H -2.882 1.913 -3.470
C 3.500 5.854 -3.927
C 2.430 5.215 -3.096
C 1.914 3.966 -3.438
C 0.950 3.348 -2.662
C 0.508 4.003 -1.525
C 1.013 5.236 -1.137
C 1.965 5.839 -1.941
S -0.711 3.296 -0.467
C -2.226 3.800 -1.275
O -0.715 1.773 -0.819
H 3.445 5.529 -4.964
H 4.488 5.586 -3.546
H 3.424 6.940 -3.902
H 2.277 3.465 -4.327
H 0.566 2.371 -2.928
H 0.705 5.705 -0.213
H 2.370 6.799 -1.650
H -2.101 3.777 -2.353
H -2.440 4.811 -0.931
H -3.004 3.115 -0.944
C -3.112 -2.938 3.209
C -2.487 -1.620 2.824
O -3.091 -1.198 1.567
P -2.521 -0.408 0.315
O -3.051 -1.246 -0.917
C -4.439 -1.659 -1.039
C -4.529 -3.158 -0.882
O -3.410 0.915 0.270
C -3.950 1.573 1.451
C -5.455 1.472 1.444
H -2.724 -3.248 4.178
H -2.869 -3.714 2.483
H -4.195 -2.857 3.284
H -1.409 -1.713 2.688
H -2.694 -0.838 3.555
H -4.755 -1.327 -2.028
H -5.041 -1.137 -0.293
H -3.891 -3.662 -1.607
H -5.555 -3.486 -1.042
H -4.226 -3.459 0.120
H -3.609 2.609 1.402
H -3.514 1.136 2.348
H -5.878 1.936 0.554
H -5.861 1.976 2.320
H -5.770 0.429 1.479
C 2.799 -4.610 2.640
C 3.318 -3.299 3.207
C 3.117 -2.083 2.298
C 3.567 -0.767 3.012
C 5.036 -0.729 3.406
C 3.955 -2.212 1.041
O 4.943 -2.879 0.925
N 3.533 -1.396 -0.025
C 2.292 -0.870 -0.080
O 1.913 -0.151 -1.051
N 1.365 -1.067 0.860
C 1.642 -1.836 1.985
O 0.752 -2.216 2.708
H 3.038 -5.429 3.318
H 3.264 -4.839 1.681
H 1.720 -4.589 2.511
H 4.387 -3.388 3.396
H 2.836 -3.081 4.160
H 2.935 -0.681 3.899
H 3.328 0.091 2.376
H 5.278 -1.477 4.158
H 5.269 0.249 3.826
H 5.696 -0.888 2.553
H 4.137 -1.313 -0.832

# C35H33ClN4Si2Sn

A structure of composition C35H33ClN4Si2Sn in a non-equilibrium geometry (ωB97M-V/def2-TZVPD, OMol25).

Results
LUMO (alpha / beta) (eV): -8.0 / -8.0
Charge: +2
F_max (hartree/bohr): 0.2143
Orbital gap (alpha / beta) (eV): 4.6 / 4.6

Atoms and positions in Å:
C 2.162 -0.774 0.083
C 1.766 -1.773 -0.848
C 2.144 -1.337 -2.157
H 1.315 -2.736 -0.599
C 2.793 -0.053 -2.017
C 2.786 0.288 -0.636
H 3.260 1.162 -0.182
H 2.096 -0.852 1.172
H 2.044 -1.910 -3.080
H 3.263 0.518 -2.824
Sn -0.030 0.470 -2.002
Si -4.994 0.793 -2.567
C -5.251 -1.075 -2.623
C -6.219 -1.636 -3.455
H -6.842 -0.992 -4.084
C -6.379 -3.022 -3.500
H -7.099 -3.451 -4.201
C -5.584 -3.849 -2.701
H -5.684 -4.934 -2.778
C -4.670 -3.281 -1.807
H -4.061 -3.916 -1.163
C -4.556 -1.892 -1.727
H -3.906 -1.442 -0.975
C -2.955 0.690 -3.139
C -1.988 -0.436 -3.015
H -2.296 -1.391 -2.591
C -0.986 -0.522 -4.115
H -0.659 -1.475 -4.538
C -0.360 0.754 -4.475
H 0.486 0.793 -5.159
C -0.825 1.909 -3.685
H -0.260 2.846 -3.680
C -2.275 1.898 -3.530
H -2.837 2.832 -3.576
H -4.274 1.526 -1.455
Si -2.289 0.470 -4.902
C -2.118 1.444 -6.553
C -1.670 0.690 -7.642
H -1.511 -0.387 -7.544
C -1.453 1.301 -8.883
H -1.128 0.697 -9.732
C -1.677 2.678 -9.020
H -1.536 3.152 -9.993
C -2.078 3.437 -7.915
H -2.223 4.513 -8.010
C -2.299 2.822 -6.670
H -2.610 3.431 -5.819
C -3.419 -0.923 -5.627
C -3.218 -2.269 -5.315
H -2.445 -2.612 -4.620
C -4.018 -3.243 -5.920
H -3.822 -4.297 -5.708
C -5.090 -2.873 -6.740
H -5.729 -3.643 -7.180
C -5.345 -1.518 -6.974
H -6.209 -1.215 -7.567
C -4.484 -0.548 -6.445
H -4.653 0.503 -6.683
H -6.187 0.940 -1.770
Cl -5.705 1.808 -4.242
N -1.352 -0.242 2.032
C -1.639 -1.563 1.697
C -1.421 -1.672 0.359
N -1.006 -0.450 -0.129
C -0.981 0.410 0.901
C -0.426 1.734 0.734
N 0.069 2.139 -0.451
C 0.732 3.338 -0.236
C 0.632 3.663 1.083
N -0.096 2.642 1.685
H -1.418 0.188 2.951
H -1.946 -2.296 2.420
H -1.516 -2.527 -0.293
H 1.227 3.854 -1.044
H 1.051 4.482 1.642
H -0.335 2.557 2.668

# C2H4N2O4

An isolated molecule of C2H4N2O4 in a non-equilibrium geometry (ωB97M-V/def2-TZVPD, OMol25).

Results
LUMO (eV): 0.4
F_max (hartree/bohr): 0.1044
Orbital gap (eV): 9.7

Atoms and positions in Å:
O -1.800 -0.949 1.055
C -1.953 -0.644 -0.094
O -0.949 -0.246 -0.925
C 0.330 -0.049 -0.465
N 1.162 -1.003 -0.451
O 2.458 -0.689 0.266
N 0.771 1.124 0.134
O -0.293 2.101 0.273
H -2.658 -0.468 -0.902
H 2.650 -1.549 0.833
H 1.270 1.123 1.113
H -0.393 2.465 -0.828